Record 1
C30H60Cl14N3O2 | ωB97M-V with the def2-TZVPD basis set

## Properties
E   -215954.4698 eV
E_HOMO (alpha / beta)   -8.65 / -8.80 eV
Orbital gap (alpha / beta)   0.3305 / 0.3206 Ha
<S²>   0.75

The geometry in ORCA input format:
```
! RIJCOSX wB97M-V def2-TZVPD def2/J DEFGRID3
* xyz 0 2
C -6.576 1.056 2.096
C -5.310 0.981 1.057
N -4.248 -0.062 1.447
C -2.932 0.625 1.025
C -1.672 -0.415 1.078
C -0.197 0.320 1.356
C 0.831 -0.963 1.664
N 2.193 -0.542 2.158
C -0.214 1.368 2.613
C -0.427 2.942 2.214
C 0.996 3.714 2.556
C -1.519 3.540 3.333
N -0.968 3.201 0.833
O -1.246 4.496 0.600
C -0.165 2.564 -0.270
C 1.088 3.468 -0.836
C -1.216 2.403 -1.562
C 0.420 1.069 0.037
C -4.267 -0.345 2.933
C -5.103 -1.680 3.495
O -3.657 0.381 3.886
H -7.450 1.678 1.574
H -7.026 -0.018 2.340
H -6.292 1.634 3.096
H -4.835 2.067 0.927
H -5.692 0.680 -0.022
H -2.843 1.568 1.711
H -3.129 1.019 -0.072
H -1.784 -1.193 1.976
H -1.602 -1.028 0.061
H 0.311 -1.804 2.319
H 1.004 -1.470 0.598
H 2.268 -0.780 3.186
H 2.373 0.481 2.064
H -1.142 1.056 3.295
H 0.724 1.316 3.320
H 0.851 4.879 2.572
H 1.898 3.340 1.910
H 1.254 3.405 3.680
H -1.804 4.658 3.142
H -0.921 3.522 4.365
H -2.440 2.821 3.491
H 2.107 3.276 -0.261
H 1.289 3.088 -1.949
H 0.870 4.614 -0.923
H -0.861 3.008 -2.504
H -1.367 1.277 -1.882
H -2.292 2.767 -1.195
H 1.602 1.191 0.154
H 0.294 0.299 -0.868
H -6.053 -1.917 2.843
H -5.517 -1.336 4.561
H -4.403 -2.601 3.689
Cl -7.838 2.037 -2.555
C -6.684 1.750 -3.881
C -5.872 0.482 -3.671
Cl -4.736 0.627 -2.307
H -6.040 2.631 -3.967
H -7.272 1.667 -4.800
H -5.272 0.273 -4.562
H -6.517 -0.383 -3.485
Cl -9.024 -1.074 -1.827
C -8.303 -2.662 -2.189
C -8.177 -3.532 -0.948
Cl -6.966 -2.903 0.196
H -7.330 -2.493 -2.662
H -8.956 -3.147 -2.919
H -7.853 -4.538 -1.231
H -9.132 -3.618 -0.419
Cl -0.740 -4.027 1.509
C 0.519 -5.147 2.085
C 1.294 -5.779 0.940
Cl 0.295 -6.909 -0.008
H 0.038 -5.905 2.712
H 1.197 -4.565 2.716
H 2.136 -6.356 1.335
H 1.692 -5.022 0.256
Cl 4.669 -2.902 3.469
C 5.569 -3.661 2.133
C 5.119 -3.151 0.774
Cl 3.468 -3.683 0.367
H 5.448 -4.746 2.216
H 6.626 -3.424 2.288
H 5.778 -3.541 -0.007
H 5.145 -2.057 0.726
Cl 3.578 -0.729 -1.739
C 3.866 0.912 -2.368
C 3.876 0.952 -3.887
Cl 5.289 0.113 -4.574
H 4.810 1.275 -1.949
H 3.059 1.545 -1.985
H 3.926 1.989 -4.232
H 2.973 0.497 -4.308
Cl 6.846 -0.427 2.032
C 7.235 0.401 3.560
C 8.458 -0.194 4.240
Cl 8.155 -1.837 4.855
H 6.353 0.354 4.206
H 7.421 1.450 3.313
H 8.740 0.420 5.101
H 9.316 -0.239 3.560
Cl 5.784 2.644 -8.312
C 7.042 1.524 -7.736
C 7.818 0.892 -8.881
Cl 6.819 -0.238 -9.829
H 6.561 0.766 -7.109
H 7.720 2.106 -7.105
H 8.660 0.315 -8.486
H 8.215 1.650 -9.564
*
```

These are the Mulliken partial charges, in e, on atoms 1 to 2: atom 1 (C): -0.9879, atom 2 (C): 0.3938

***

Record 2
C30H60O10 | ωB97M-V with the def2-TZVPD basis set

## Properties
E   -52546.8410 eV
SMILES   CC(C)=O.CC(C)=O.CC(C)=O.CC(C)=O.CC(C)=O.CC(C)=O.CC(C)=O.CC(C)=O.CC(C)=O.CC(C)=O
Relative energy (zero: lowest compared OMol25 entry of this formula, charge and spin)   262.6 kcal/mol
E_HOMO   -9.27 eV
Orbital gap   0.3542 Ha

The geometry in ORCA input format:
```
! RIJCOSX wB97M-V def2-TZVPD def2/J DEFGRID3
* xyz 0 1
C -0.173 0.551 -6.448
C -0.903 0.216 -5.189
C -1.593 -1.236 -5.141
O -0.990 0.871 -4.288
H 0.689 -0.057 -6.428
H 0.032 1.683 -6.096
H -0.625 0.143 -7.363
H -2.806 -1.249 -5.099
H -1.241 -1.910 -4.282
H -1.269 -1.756 -5.956
C 0.794 -2.621 3.458
C 1.026 -1.713 4.683
C -0.369 -1.069 5.085
O 2.058 -1.340 5.090
H 1.724 -2.948 2.971
H 0.187 -2.169 2.552
H 0.086 -3.419 4.017
H -0.161 -0.449 5.981
H -1.033 -1.868 5.240
H -0.905 -0.347 4.502
C 3.325 2.334 3.876
C 1.919 2.799 3.654
C 0.945 2.600 4.731
O 1.524 3.258 2.556
H 3.288 1.334 4.166
H 3.789 3.038 4.585
H 3.614 2.333 2.880
H 1.058 3.196 5.762
H 0.669 1.716 4.984
H -0.150 3.079 4.386
C -1.836 5.025 1.716
C -1.899 3.842 0.666
C -1.127 3.927 -0.630
O -2.537 2.845 1.077
H -1.939 6.055 1.136
H -0.799 5.103 2.127
H -2.403 4.954 2.544
H -1.607 3.088 -1.098
H 0.048 3.862 -0.675
H -1.544 4.767 -1.092
C -4.845 1.661 -0.956
C -5.465 0.394 -1.529
C -4.922 -0.947 -1.107
O -6.185 0.456 -2.482
H -4.199 1.953 -1.636
H -4.490 1.400 0.140
H -5.652 2.415 -0.595
H -5.501 -1.840 -1.313
H -4.387 -1.048 -0.121
H -4.273 -1.232 -1.915
C 2.279 -5.131 0.021
C 2.084 -4.474 -1.329
C 0.681 -4.120 -1.726
O 3.019 -4.347 -2.096
H 1.593 -5.803 0.249
H 2.448 -4.569 0.939
H 3.317 -5.587 0.042
H 1.002 -3.805 -2.744
H 0.403 -3.096 -1.160
H -0.062 -4.899 -1.522
C 0.239 0.601 1.011
C -0.995 -0.140 0.288
C -1.223 0.117 -1.179
O -1.639 -0.854 1.044
H 0.336 1.560 0.574
H 1.126 0.093 0.756
H 0.220 0.768 2.074
H -1.341 -0.922 -1.712
H -0.525 0.673 -1.706
H -2.269 0.524 -1.408
C -2.646 -5.829 -0.247
C -1.905 -4.890 0.741
C -2.820 -3.918 1.622
O -0.747 -5.075 1.096
H -2.649 -6.792 0.199
H -2.054 -5.898 -1.141
H -3.676 -5.650 -0.268
H -3.316 -4.341 2.483
H -3.463 -3.421 1.134
H -2.135 -3.345 2.205
C 2.327 -0.812 -2.460
C 3.481 -0.326 -1.642
C 4.949 -0.822 -1.914
O 3.415 0.293 -0.606
H 1.389 -1.080 -1.894
H 2.471 -1.565 -3.169
H 1.965 -0.043 -3.179
H 4.796 -1.791 -2.060
H 5.664 -0.402 -1.311
H 5.113 -0.500 -2.873
C 3.101 6.064 0.299
C 2.769 4.959 -0.543
C 3.137 3.554 -0.094
O 2.141 5.107 -1.674
H 4.028 6.048 0.761
H 2.470 5.871 1.166
H 2.936 6.908 -0.429
H 2.239 2.851 0.117
H 3.693 3.457 0.915
H 3.686 3.119 -0.775
*
```

These are the Mulliken partial charges, in e, on atoms 1 to 2: atom 1 (C): -1.2599, atom 2 (C): 0.6936